--- a ---
The following is a DFT calculation (ωB97M-V with the def2-TZVPD basis set) of 2 unconnected molecules or ions with the total composition CH5N3O2.

HOMO-LUMO gap (spin up / spin down) = 8.649 / 5.700 eV
HOMO (spin up / spin down) = -0.336 / -0.283 Eh
LUMO (spin up / spin down) = -0.49 / -2.00 eV

Geometry (Å):
C (-0.925, -0.689, -0.200)
N (-1.074, 0.778, -0.327)
N (-0.362, 1.637, 0.382)
N (2.530, -0.311, 0.108)
O (1.913, -1.368, 0.090)
O (1.966, 0.772, 0.104)
H (-1.447, -0.904, 0.770)
H (-1.330, -1.124, -0.996)
H (0.146, -0.926, 0.091)
H (-1.376, 0.962, -1.292)
H (-0.041, 1.172, 1.271)

***

--- b ---
The following is a DFT calculation (ωB97M-V with the def2-TZVPD basis set) of CH5N3O2 in the gas phase.

HOMO-LUMO gap (spin up / spin down) = 9.212 / 8.892 eV
HOMO (spin up / spin down) = -0.328 / -0.318 Eh
LUMO (spin up / spin down) = 0.27 / 0.23 eV

Geometry (Å):
C (1.419, 0.096, 0.397)
N (0.409, -0.302, -0.622)
N (-1.516, 0.764, -0.162)
N (-0.965, -0.436, -0.198)
O (-2.661, 1.024, 0.261)
O (-1.360, -1.498, 0.303)
H (2.299, -0.093, -0.110)
H (1.439, 1.024, 0.880)
H (1.299, -0.711, 1.113)
H (0.783, -1.202, -0.878)
H (-1.145, 1.334, -0.984)

***

--- c ---
The following is a DFT calculation (ωB97M-V with the def2-TZVPD basis set) of CH5N3O2 in the gas phase.

HOMO-LUMO gap = 9.541 eV
HOMO = -0.334 Eh
LUMO = 0.46 eV
structure (SMILES) = N=C(NO)NO

Geometry (Å):
N (-1.765, 0.666, 0.472)
C (-0.648, 0.194, 0.057)
N (0.163, -0.815, 0.842)
O (1.059, -1.542, -0.002)
N (-0.113, 0.454, -1.179)
O (1.315, 0.613, -0.993)
H (-1.958, 0.419, 1.570)
H (-0.641, -1.553, 1.307)
H (1.666, -1.010, -0.462)
H (-0.374, 1.349, -1.434)
H (1.296, 1.225, -0.179)

***

Which one is most stable, and which one is least stable? c is the most stable of them, while a is the least stable.

***

--- a ---
The following is a DFT calculation (ωB97M-V with the def2-TZVPD basis set) of C3H8FN in the gas phase.

HOMO-LUMO gap = 9.889 eV
HOMO = -0.322 Eh
LUMO = 1.14 eV
structure (SMILES) = CNCCF

Geometry (Å):
C (-1.898, -0.319, -0.093)
N (-0.493, -0.546, 0.367)
C (0.454, 0.474, -0.262)
C (1.839, 0.228, 0.402)
F (2.515, -0.806, -0.325)
H (-2.581, -0.565, 0.728)
H (-1.760, 0.722, -0.511)
H (-2.376, -0.791, -0.858)
H (-0.193, -1.510, 0.307)
H (0.174, 0.444, -1.349)
H (0.032, 1.506, -0.002)
H (1.799, 0.033, 1.407)
H (2.488, 1.130, 0.189)

***

--- b ---
The following is a DFT calculation (ωB97M-V with the def2-TZVPD basis set) of C3H8FN in the gas phase.

HOMO-LUMO gap = 9.813 eV
HOMO = -0.319 Eh
LUMO = 1.12 eV
structure (SMILES) = CNCCF

Geometry (Å):
C (0.168, 0.811, 1.610)
N (0.373, 0.656, 0.267)
C (-0.253, -0.484, -0.192)
C (-0.341, -0.546, -1.660)
F (0.888, -0.679, -2.348)
H (1.045, 1.292, 2.012)
H (-0.759, 1.046, 2.249)
H (0.405, -0.206, 1.925)
H (1.163, 0.673, -0.186)
H (0.310, -1.382, -0.013)
H (-1.239, -0.639, 0.209)
H (-0.463, 0.730, -1.871)
H (-1.297, -1.273, -2.001)

***

Which one is most stable, and which one is least stable? a is the most stable of them, while b is the least stable.